{"formula": "C35H67ClFN6O2", "method": "ωB97M-V/def2-TZVPD", "species": ["C", "C", "C", "O", "C", "C", "C", "F", "C", "C", "C", "C", "C", "C", "C", "O", "C", "C", "C", "N", "C", "C", "N", "C", "Cl", "C", "C", "C", "C", "N", "H", "H", "H", "H", "H", "H", "H", "H", "H", "H", "H", "H", "H", "H", "H", "H", "H", "H", "H", "H", "H", "H", "H", "H", "H", "H", "H", "H", "H", "H", "H", "H", "H", "H", "H", "H", "H", "H", "H", "H", "H", "H", "H", "H", "H", "H", "C", "C", "C", "C", "N", "H", "H", "H", "H", "H", "H", "H", "C", "C", "C", "C", "N", "H", "H", "H", "H", "H", "H", "H", "C", "C", "C", "C", "N", "H", "H", "H", "H", "H", "H", "H"], "coordinates": [[1.095864, 1.549315, 3.345030], [1.117715, 0.296865, 2.458967], [1.176724, 0.642204, 0.972172], [-0.168575, 0.799349, 0.588626], [-0.364976, 1.103367, -0.780227], [0.229606, 2.499896, -1.069485], [-0.174512, 3.548345, -0.049609], [0.973475, 4.279521, 0.304512], [-1.886659, 1.227256, -0.940348], [-2.388570, 1.553152, -2.363160], [-3.501662, 0.647402, -2.922165], [-4.538395, 0.157446, -1.890988], [-4.475122, -1.370893, -1.672276], [-4.794317, -1.817934, -0.232101], [-3.721861, -2.684183, 0.402714], [-3.200674, -3.624641, -0.519029], [-2.121105, -4.349452, 0.038412], [0.221613, 0.032588, -1.702367], [-0.613181, -1.233554, -1.828833], [1.666777, -0.320571, -1.353039], [2.581793, 0.519564, -2.194842], [2.809975, -0.190791, -3.512322], [1.837348, -0.505593, -4.244150], [1.934675, -0.390627, 0.119213], [1.306405, -2.034208, 0.608887], [3.404527, -0.390629, 0.507146], [4.293462, -1.424064, -0.237036], [5.621058, -0.835244, -0.769514], [5.987436, -1.318355, -2.185090], [7.197078, -2.165501, -2.179328], [1.904303, 1.536816, 4.064012], [0.177314, 1.558172, 3.906941], [1.161467, 2.476640, 2.781779], [1.893629, -0.391350, 2.763130], [0.184193, -0.231247, 2.593100], [1.737976, 1.580067, 0.911855], [1.311340, 2.462000, -1.026021], [-0.035619, 2.854692, -2.058883], [-0.570193, 3.134781, 0.872908], [-0.885798, 4.274664, -0.434103], [-2.325148, 0.323252, -0.532606], [-2.214050, 2.025232, -0.288353], [-1.579559, 1.588455, -3.086076], [-2.790245, 2.559046, -2.358773], [-3.120503, -0.197626, -3.480200], [-4.041699, 1.236918, -3.656897], [-5.540077, 0.369000, -2.243756], [-4.441234, 0.639980, -0.923724], [-3.517898, -1.784076, -1.960492], [-5.206998, -1.831488, -2.323305], [-5.719522, -2.384084, -0.233980], [-4.953569, -0.967941, 0.427660], [-4.176552, -3.229814, 1.230950], [-2.929138, -2.060470, 0.835343], [-1.166266, -3.885098, -0.199949], [-2.136528, -5.373545, -0.313100], [-2.195965, -4.386305, 1.122673], [0.199691, 0.471301, -2.684133], [-1.251856, -1.136729, -2.688248], [0.003106, -2.115193, -1.994472], [-1.191649, -1.425691, -0.940702], [1.760664, -1.278284, -1.698857], [3.559247, 0.707158, -1.769515], [2.146183, 1.470740, -2.455984], [3.829039, -0.401087, -3.811826], [2.161532, -0.974270, -5.088770], [3.784913, 0.608730, 0.312063], [3.516856, -0.588377, 1.560234], [3.748536, -1.926068, -1.030004], [4.538371, -2.194646, 0.484998], [6.439454, -1.132115, -0.130542], [5.536599, 0.247988, -0.776354], [5.154871, -1.871643, -2.623655], [6.199815, -0.459005, -2.813776], [6.921574, -3.141778, -2.137577], [7.647134, -2.070742, -3.084431], [-3.063535, -8.906896, -2.666414], [-3.635453, -9.828553, -1.595179], [-3.186171, -9.450905, -0.180296], [-1.745479, -9.612157, 0.008685], [-0.612000, -9.725000, 0.151406], [-1.974926, -8.971306, -2.705968], [-3.447778, -9.181131, -3.648491], [-3.338750, -7.867105, -2.476259], [-3.351972, -10.859836, -1.810291], [-4.725206, -9.784509, -1.630956], [-3.709325, -10.076901, 0.544247], [-3.463210, -8.417394, 0.036182], [1.446874, 6.964778, -0.973841], [2.650547, 7.889436, -0.828350], [2.260224, 9.316386, -0.433460], [1.476830, 9.977689, -1.475577], [0.856621, 10.494334, -2.291499], [0.788817, 7.300967, -1.778006], [1.771575, 5.954211, -1.208343], [0.868523, 6.926040, -0.050080], [3.214691, 7.905674, -1.762557], [3.318110, 7.490847, -0.061868], [3.158803, 9.906383, -0.246417], [1.688438, 9.307640, 0.496011], [-0.160439, 3.885220, 7.722366], [-1.473327, 3.496535, 7.051671], [-1.820858, 2.014917, 7.230362], [-0.861305, 1.137362, 6.562609], [-0.103057, 0.448234, 6.044034], [0.685568, 3.358078, 7.278077], [0.020174, 4.954089, 7.612541], [-0.182537, 3.656339, 8.788931], [-1.427768, 3.740565, 5.988263], [-2.282941, 4.090360, 7.478390], [-2.812886, 1.817088, 6.820840], [-1.860555, 1.761574, 8.290883]], "atomic_forces_ev_per_a": [[0.018, -0.136, -0.112], [-0.112, 0.264, 0.056], [0.137, 0.020, 0.169], [0.118, -0.501, -0.319], [-0.362, 1.231, 0.114], [0.136, -0.095, 0.219], [0.220, 0.476, 0.283], [-0.117, -0.246, 0.068], [0.237, -0.388, -0.441], [-0.303, -0.359, 0.053], [-0.605, 0.495, 0.283], [0.259, -0.834, -0.202], [-0.250, 0.348, 0.568], [0.028, -0.322, -0.401], [-0.176, 0.002, 0.130], [0.107, 0.038, 0.058], [-0.209, 0.065, 0.237], [-1.090, -0.233, 0.154], [0.378, -0.181, 0.317], [-0.159, 0.950, -0.469], [0.842, -0.231, -0.873], [0.067, -0.078, -0.346], [-0.301, -0.214, 0.006], [-0.211, -1.032, 1.962], [-0.053, 0.068, -0.361], [0.568, -0.191, -1.312], [0.284, 0.410, 0.489], [-0.720, -0.367, -0.517], [0.550, -0.361, 0.260], [-0.328, 0.089, -0.430], [0.161, 0.036, 0.147], [-0.182, 0.179, 0.196], [0.035, 0.097, -0.181], [0.243, -0.022, 0.011], [-0.177, -0.303, 0.007], [-0.038, 0.183, -0.407], [0.221, 0.144, 0.045], [-0.037, -0.188, -0.308], [-0.002, -0.209, 0.039], [-0.087, 0.002, -0.150], [-0.174, -0.190, -0.066], [0.067, 0.129, 0.382], [0.253, -0.064, -0.143], [-0.013, 0.297, 0.095], [0.279, -0.289, 0.003], [0.073, 0.140, -0.259], [-0.190, 0.321, -0.033], [0.138, 0.334, 0.053], [0.314, 0.029, -0.079], [-0.011, -0.182, -0.304], [-0.213, -0.070, 0.034], [-0.051, 0.154, 0.060], [0.053, -0.044, 0.273], [0.258, 0.017, -0.162], [0.218, 0.089, -0.162], [0.002, -0.116, -0.311], [-0.055, -0.038, 0.248], [0.728, 0.081, -0.366], [-0.411, 0.020, -0.200], [0.063, -0.062, -0.120], [-0.266, -0.143, 0.243], [0.158, -0.003, 0.077], [-0.108, -0.171, 0.599], [-0.325, 0.176, 0.347], [0.368, 0.124, 0.143], [-0.134, 0.009, -0.049], [0.109, 0.257, 0.154], [-0.375, 0.234, 0.312], [-0.142, -0.075, -0.270], [-0.118, -0.329, -0.043], [0.222, 0.209, 0.266], [0.227, 0.222, 0.113], [-0.261, 0.119, -0.112], [-0.009, 0.121, -0.152], [0.109, 0.020, 0.207], [0.167, -0.025, 0.143], [0.022, -0.055, 0.012], [0.026, 0.132, -0.253], [-0.285, -0.202, -0.087], [0.021, 0.119, 0.090], [-0.009, 0.005, -0.047], [0.000, 0.016, 0.031], [0.009, 0.021, -0.009], [0.003, 0.002, -0.004], [-0.003, -0.019, 0.076], [-0.003, -0.026, 0.091], [0.115, 0.004, 0.082], [0.093, 0.031, 0.015], [0.044, 0.173, -0.165], [-0.123, -0.226, 0.005], [0.287, -0.113, 0.011], [-0.090, 0.112, 0.095], [0.014, -0.071, -0.035], [-0.006, 0.052, 0.034], [0.000, -0.032, 0.010], [-0.002, -0.025, 0.007], [0.022, 0.081, 0.014], [0.020, 0.081, 0.021], [-0.050, 0.082, -0.041], [-0.084, 0.031, -0.043], [-0.015, -0.006, -0.072], [0.193, 0.164, 0.109], [-0.202, 0.236, -0.077], [0.003, -0.154, 0.153], [-0.057, 0.006, 0.031], [-0.009, -0.033, 0.024], [0.015, -0.002, 0.017], [0.012, -0.003, 0.002], [-0.057, -0.054, -0.014], [-0.061, -0.067, -0.022], [0.033, -0.100, -0.025], [0.086, -0.067, -0.004]], "multiplicity": 1, "de_lowest_kcal_mol": 8.7, "homo_energy_ev": -11.852, "e_lumo_ev": -2.584, "charge": 1}